C55H56ClN4OP2PdSe as an isolated structure in a non-equilibrium geometry. Source: the OMol25 dataset; level of theory: wB97M-V/def2-TZVPD.

Positions of all 121 atoms, in Å:
Pd1 0.0459 -0.1851 0.2789
O1 2.2523 -0.5601 2.7316
C1 3.5364 -0.1665 2.4898
C2 4.4958 0.0800 3.4662
C3 5.7921 0.3693 3.0710
C4 6.1400 0.4041 1.7269
C5 5.1537 0.2266 0.7753
C6 3.8262 -0.0035 1.1426
P1 2.5255 -0.0452 -0.1348
C7 3.2003 -1.4210 -1.1411
C8 3.3220 -2.6587 -0.5026
C9 3.8925 -3.7344 -1.1512
C10 4.3405 -3.5984 -2.4632
C11 4.2254 -2.3786 -3.1026
C12 3.6637 -1.2881 -2.4410
C13 2.8744 1.4397 -1.1442
C14 3.6725 2.5000 -0.7287
C15 3.8381 3.6187 -1.5355
C16 3.2049 3.6951 -2.7641
C17 2.3885 2.6511 -3.1822
C18 2.2216 1.5413 -2.3743
C19 1.6987 -0.7479 3.9706
C20 2.3473 -1.4224 4.9995
C21 1.7387 -1.4893 6.2407
C22 0.5054 -0.8836 6.4511
C23 -0.1522 -0.2906 5.3896
C24 0.4118 -0.2544 4.1101
P2 -0.5471 0.3911 2.6734
C25 -0.4605 2.1915 3.0086
C26 -1.3260 3.0889 2.3865
C27 -1.1775 4.4565 2.5531
C28 -0.1326 4.9584 3.3149
C29 0.7599 4.0782 3.9067
C30 0.5948 2.7081 3.7610
C31 -2.2249 -0.1403 3.2444
C32 -2.3938 -1.4265 3.7681
C33 -3.6321 -1.8691 4.1980
C34 -4.7362 -1.0290 4.1312
C35 -4.5829 0.2450 3.6192
C36 -3.3446 0.6781 3.1655
H1 4.2452 0.0411 4.5132
H2 6.5418 0.5494 3.8294
H3 7.1612 0.5862 1.4266
H4 5.4064 0.2925 -0.2752
H5 2.9779 -2.7794 0.5181
H6 3.9917 -4.6802 -0.6368
H7 4.7912 -4.4385 -2.9729
H8 4.5839 -2.2576 -4.1151
H9 3.6101 -0.3361 -2.9525
H10 4.1638 2.4750 0.2327
H11 4.4639 4.4319 -1.1954
H12 3.3380 4.5642 -3.3930
H13 1.8749 2.7049 -4.1320
H14 1.5585 0.7478 -2.7031
H15 3.3089 -1.8836 4.8300
H16 2.2371 -2.0038 7.0509
H17 0.0479 -0.8994 7.4293
H18 -1.1345 0.1316 5.5455
H19 -2.1074 2.7403 1.7270
H20 -1.8719 5.1300 2.0689
H21 -0.0128 6.0252 3.4434
H22 1.5832 4.4540 4.4989
H23 1.2948 2.0454 4.2491
H24 -1.5470 -2.0886 3.8816
H25 -3.7267 -2.8656 4.6074
H26 -5.7032 -1.3663 4.4766
H27 -5.4301 0.9121 3.5480
H28 -3.2730 1.6835 2.7814
C37 -8.0261 0.5990 1.2858
C38 -6.6064 0.2813 0.9125
C39 -6.1229 -1.0169 0.9473
C40 -4.8084 -1.3289 0.6127
C41 -4.3812 -2.7665 0.7361
C42 -3.9468 -0.2981 0.2014
Se1 -2.2569 -0.8644 -0.4948
C43 -4.4155 1.0173 0.1660
C44 -3.5504 2.1633 -0.2616
C45 -5.7302 1.2856 0.5236
H29 -8.5648 -0.2952 1.5927
H30 -8.5611 1.0414 0.4451
H31 -8.0667 1.3164 2.1062
H32 -6.7846 -1.8176 1.2554
H33 -5.2293 -3.3751 1.0457
H34 -3.5911 -2.8637 1.4824
H35 -3.9882 -3.1701 -0.1972
H36 -2.4963 1.9353 -0.1135
H37 -3.8008 3.0640 0.3001
H38 -3.6954 2.3932 -1.3207
H39 -6.0791 2.3120 0.4937
Cl1 -1.9183 3.7378 -3.7251
C46 -0.9712 3.5365 -2.2894
C47 -0.3185 4.6097 -1.7104
C48 0.4313 4.3715 -0.5706
C49 0.4887 3.0842 -0.0630
N1 -0.1510 2.0585 -0.6230
C50 -0.8669 2.2784 -1.7235
H40 -0.3976 5.5959 -2.1447
H41 0.9638 5.1697 -0.0740
H42 1.0701 2.8667 0.8273
H43 -1.3822 1.4233 -2.1477
C51 -1.1390 -4.9134 0.5837
N2 -0.1397 -3.8667 0.4268
C52 0.1458 -3.1207 1.6314
C53 0.0781 -3.2827 -0.7757
N3 0.2826 -2.0073 -0.8716
N4 0.0438 -4.1108 -1.8663
C54 -0.0027 -3.5295 -3.1916
C55 0.6292 -5.4391 -1.8044
H44 -1.9648 -4.5311 1.1903
H45 -0.7176 -5.7891 1.0822
H46 -1.5320 -5.2094 -0.3850
H47 0.3626 -3.8268 2.4346
H48 -0.7130 -2.5065 1.9135
H49 1.0080 -2.4661 1.4921
H50 0.6454 -1.7639 -1.7882
H51 0.9965 -3.2484 -3.5553
H52 -0.6535 -2.6563 -3.1965
H53 -0.4195 -4.2606 -3.8827
H54 0.9162 -5.6733 -0.7828
H55 1.5222 -5.4800 -2.4343
H56 -0.0803 -6.1918 -2.1527

The calculation puts the HOMO-LUMO gap at 6.336 eV. Its lowest unoccupied orbital energy is -3.19 eV. As for the total charge: +1.

C55H56FGeNO5P2RbSe as an isolated structure in a non-equilibrium geometry. Source: the OMol25 dataset; level of theory: wB97M-V/def2-TZVPD.

Positions of all 123 atoms, in Å:
Rb1 0.3984 -1.0919 -0.0799
C1 -2.2642 2.3470 0.5245
C2 -0.9113 2.4406 1.2170
P1 -0.9928 1.8285 2.9900
C3 0.5769 2.5435 3.6402
C4 0.7065 2.7439 5.0126
C5 1.9005 3.1842 5.5604
C6 2.9944 3.4233 4.7409
C7 2.8757 3.2385 3.3734
C8 1.6755 2.8086 2.8274
C9 -2.0514 3.3850 3.4896
C10 -1.5945 4.6647 3.8162
C11 -2.4395 5.6237 4.3612
C12 -3.7809 5.3364 4.5734
C13 -4.2699 4.0844 4.2246
C14 -3.4076 3.1279 3.7064
C15 -2.2570 2.9332 -0.8901
P2 -0.9719 2.1176 -1.9648
C16 0.3512 3.4029 -1.9282
C17 1.5698 3.0860 -1.3354
C18 2.6152 4.0007 -1.3421
C19 2.4540 5.2347 -1.9511
C20 1.2273 5.5732 -2.5124
C21 0.1801 4.6663 -2.4962
C22 -1.6151 2.4704 -3.6631
C23 -2.9162 2.8224 -4.0113
C24 -3.2822 2.9820 -5.3437
C25 -2.3571 2.7742 -6.3541
C26 -1.0603 2.3967 -6.0228
C27 -0.6998 2.2393 -4.6971
H1 -3.0179 2.8736 1.1154
H2 -2.5611 1.2923 0.4816
H3 -0.5609 3.4770 1.2333
H4 -0.1966 1.8188 0.6615
H5 -0.1424 2.5451 5.6584
H6 1.9876 3.3283 6.6320
H7 3.9404 3.7354 5.1689
H8 3.7256 3.3968 2.7198
H9 1.6190 2.6507 1.7602
H10 -0.5516 4.9101 3.6487
H11 -2.0467 6.5990 4.6309
H12 -4.4355 6.0773 5.0195
H13 -5.3186 3.8523 4.3815
H14 -3.7802 2.1328 3.4738
H15 -2.0737 4.0097 -0.8602
H16 -3.2385 2.7643 -1.3411
H17 1.7156 2.1136 -0.8744
H18 3.5575 3.7351 -0.8796
H19 3.2809 5.9336 -1.9925
H20 1.0911 6.5465 -2.9706
H21 -0.7735 4.9418 -2.9320
H22 -3.6629 2.9885 -3.2450
H23 -4.2991 3.2671 -5.5881
H24 -2.6451 2.9059 -7.3902
H25 -0.3344 2.2173 -6.8068
H26 0.3082 1.9287 -4.4445
F1 -2.4680 -5.9815 -2.3213
C28 -2.4254 -5.1405 -1.2590
C29 -1.2624 -5.0524 -0.5082
C30 -1.2339 -4.2085 0.5758
C31 -2.3633 -3.4150 0.9324
C32 -2.3100 -2.5480 2.0166
C33 -3.5301 -3.5559 0.1268
C34 -3.5576 -4.4003 -0.9594
H27 -0.4044 -5.6510 -0.7877
H28 -0.3389 -4.1161 1.1832
H29 -1.3974 -2.4249 2.5876
H30 -3.1600 -1.9328 2.2797
H31 -4.4118 -2.9807 0.3843
H32 -4.4355 -4.4954 -1.5867
C35 2.5197 0.2332 -4.4263
Ge1 2.6458 -0.2017 -2.4071
C36 4.2889 0.9024 -1.9527
C37 4.8661 0.7217 -0.6914
C38 5.9224 1.5112 -0.2569
C39 6.4350 2.5085 -1.0793
C40 5.8754 2.7091 -2.3340
C41 4.8071 1.9235 -2.7520
C42 3.4664 -2.0811 -2.6939
C43 2.7269 -3.1301 -2.1934
C44 3.0491 -4.4815 -2.4325
C45 4.1224 -4.8090 -3.2083
C46 4.9308 -3.7879 -3.7568
C47 6.0415 -4.0992 -4.5779
C48 6.8263 -3.1140 -5.1063
C49 6.5445 -1.7659 -4.8109
C50 5.4802 -1.4361 -4.0172
C51 4.6171 -2.4236 -3.4790
H33 3.4158 -0.0279 -4.9962
H34 2.3202 1.2996 -4.5789
H35 1.6757 -0.3259 -4.8431
H36 4.4420 -0.0162 -0.0175
H37 6.3413 1.3568 0.7315
H38 7.2530 3.1344 -0.7383
H39 6.2668 3.4894 -2.9803
H40 4.3635 2.1188 -3.7253
H41 1.8568 -2.9238 -1.5794
H42 2.4334 -5.2634 -1.9993
H43 4.3685 -5.8458 -3.4152
H44 6.2618 -5.1432 -4.7806
H45 7.6666 -3.3632 -5.7448
H46 7.1803 -0.9865 -5.2153
H47 5.2878 -0.4057 -3.7632
O1 2.3908 -0.3312 3.9264
Se1 1.6522 -0.6345 2.5368
O2 0.0952 0.0676 2.4946
O3 2.4341 -0.0537 1.2310
O4 1.3916 -2.2217 2.3039
C52 -0.9432 -3.3006 -3.9466
N1 -2.0689 -2.4037 -3.7278
C53 -3.0542 -2.3117 -4.7865
C54 -2.1049 -1.6313 -2.6110
C55 -3.2247 -0.6197 -2.5197
O5 -1.2534 -1.7268 -1.7371
H48 -1.2418 -4.3442 -3.8299
H49 -0.1637 -3.0718 -3.2260
H50 -0.5478 -3.1502 -4.9528
H51 -2.9540 -3.1809 -5.4331
H52 -2.9174 -1.4091 -5.3917
H53 -4.0685 -2.3081 -4.3878
H54 -4.2017 -1.0921 -2.6244
H55 -3.1080 0.1287 -3.3064
H56 -3.1591 -0.1291 -1.5519

As for the spin multiplicity: 2. The calculation puts the HOMO-LUMO gap at 4.787 eV. Its lowest unoccupied orbital energy is 3.22 eV. As for the total charge: -2.

C55H57BN12O2STeTi as an isolated structure in a non-equilibrium geometry. Source: the OMol25 dataset; level of theory: wB97M-V/def2-TZVPD.

Positions of all 130 atoms, in Å:
Ti1 1.2576 -1.0898 -1.1944
C1 2.7026 2.4293 -3.1143
C2 2.8888 1.4522 -2.1354
N1 1.8694 0.6043 -2.1498
N2 1.0098 1.0125 -3.1083
C3 1.5008 2.1025 -3.7125
B1 0.0471 -0.0800 -3.6700
N3 -0.6176 -0.7768 -2.4499
C4 -0.8729 -0.2143 -1.1763
C5 -1.8939 -0.9997 -0.5449
C6 -2.2221 -2.0081 -1.3798
N4 -1.5129 -1.8917 -2.5808
N5 1.0152 -1.1624 -4.2491
C7 1.7315 -1.2483 -5.3832
C8 2.7970 -2.0985 -5.1669
C9 2.6721 -2.4768 -3.8254
N6 1.6028 -1.9130 -3.2770
N7 -0.9031 0.5736 -4.6626
C10 -1.1410 0.3369 -5.9788
C11 -1.9903 1.3100 -6.4363
C12 -2.2187 2.1249 -5.3055
N8 -1.5616 1.6835 -4.2460
H1 3.3494 3.2576 -3.3520
H2 3.7020 1.3094 -1.4419
H3 0.9633 2.5781 -4.5182
H4 -0.6976 0.8338 -0.9964
H5 -2.3197 -0.7948 0.4263
H6 -2.9842 -2.7677 -1.2895
H7 1.4434 -0.7074 -6.2711
H8 3.5592 -2.3876 -5.8729
H9 3.2954 -3.1334 -3.2370
H10 -0.7194 -0.5196 -6.4829
H11 -2.3837 1.4289 -7.4337
H12 -2.8271 3.0154 -5.2280
C13 1.7661 -3.1524 5.8568
C14 1.9000 -2.8057 4.3771
C15 1.3341 -3.9224 3.5132
N9 1.3243 -3.5721 2.0874
C16 0.3544 -3.3603 1.2472
S1 0.6787 -3.4719 -0.4454
N10 -0.9715 -3.1987 1.5735
C17 -1.6815 -2.7768 2.7083
O1 -1.1743 -2.4123 3.7313
C18 -3.1682 -2.7802 2.4968
C19 -3.9256 -1.9233 3.2845
C20 -5.3014 -1.8627 3.1298
C21 -5.9303 -2.6738 2.1945
C22 -5.1809 -3.5553 1.4276
C23 -3.8023 -3.6102 1.5778
H13 2.1878 -2.3605 6.4775
H14 2.2869 -4.0845 6.0975
H15 0.7120 -3.2685 6.1242
H16 2.9495 -2.6381 4.1153
H17 1.3472 -1.8912 4.1611
H18 0.3296 -4.1646 3.8250
H19 1.9477 -4.8198 3.6104
H20 2.2349 -3.5300 1.6491
H21 -1.5217 -3.1915 0.7247
H22 -3.4180 -1.3095 4.0188
H23 -5.8843 -1.1848 3.7406
H24 -7.0048 -2.6292 2.0716
H25 -5.6708 -4.2074 0.7159
H26 -3.2403 -4.3419 1.0077
N11 -1.5485 -6.3835 -7.6821
C24 -1.5587 -5.6238 -6.8194
C25 -1.5571 -4.6721 -5.7276
C26 -1.0279 -5.0353 -4.4938
C27 -1.0027 -4.1203 -3.4527
C28 -1.5050 -2.8390 -3.6390
C29 -2.0744 -2.4952 -4.8570
C30 -2.0935 -3.4033 -5.9026
H27 -0.6119 -6.0257 -4.3606
H28 -0.5829 -4.3918 -2.4950
H29 -2.5364 -1.5239 -4.9686
H30 -2.5343 -3.1364 -6.8557
C31 1.2702 8.8482 1.8113
C32 1.2899 7.3439 1.6943
C33 0.5278 6.5408 2.5285
C34 0.5231 5.1484 2.4247
C35 -0.2850 4.3830 3.4467
C36 1.2938 4.5278 1.4207
Te1 1.4395 2.3842 1.1559
N12 1.5080 -0.4360 0.6629
C37 2.6654 -0.9922 0.5630
O2 2.9843 -1.5541 -0.6323
C38 3.6750 -1.1881 1.6554
C39 3.7584 -0.3105 2.7319
C40 4.6790 -0.5415 3.7471
C41 5.4984 -1.6637 3.7105
C42 5.4194 -2.5431 2.6360
C43 4.5230 -2.2952 1.6018
C44 -0.6287 2.0026 1.3856
C45 -1.5545 2.5759 0.5056
C46 -1.1651 3.5233 -0.6025
C47 -2.9092 2.2661 0.6551
C48 -3.3596 1.4041 1.6388
C49 -4.8249 1.0823 1.7967
C50 -2.4183 0.8307 2.4914
C51 -1.0597 1.1067 2.3855
C52 -0.1053 0.4353 3.3417
C53 2.1117 5.3305 0.6082
C54 3.0313 4.7504 -0.4469
C55 2.0911 6.7151 0.7506
H31 0.7413 9.1670 2.7099
H32 0.7708 9.2951 0.9483
H33 2.2844 9.2504 1.8464
H34 -0.0745 7.0054 3.3055
H35 -0.5321 5.0280 4.2918
H36 0.2805 3.5262 3.8174
H37 -1.2168 4.0005 3.0279
H38 3.1052 0.5522 2.7606
H39 4.7567 0.1587 4.5715
H40 6.2017 -1.8511 4.5135
H41 6.0649 -3.4139 2.5989
H42 4.4725 -2.9482 0.7376
H43 -0.1529 3.3316 -0.9554
H44 -1.1896 4.5592 -0.2490
H45 -1.8515 3.4275 -1.4452
H46 -3.6245 2.7178 -0.0269
H47 -5.4159 1.5233 0.9935
H48 -5.2033 1.4654 2.7480
H49 -4.9871 0.0009 1.7913
H50 -2.7543 0.1512 3.2711
H51 -0.6384 -0.2525 4.0004
H52 0.4152 1.1755 3.9564
H53 0.6512 -0.1197 2.7815
H54 3.4150 3.7691 -0.1682
H55 3.8853 5.4108 -0.6069
H56 2.5017 4.6429 -1.3979
H57 2.7300 7.3192 0.1091

The calculation puts the HOMO-LUMO gap (spin up / spin down) at 5.320 / 5.361 eV. Its lowest unoccupied orbital energy (spin up / spin down) is -0.38 / -0.38 eV. As for the total charge: 0.

A 2-piece molecular cluster, C55H57N4O overall in a non-equilibrium geometry. Source: the OMol25 dataset; level of theory: wB97M-V/def2-TZVPD.

Positions of all 117 atoms, in Å:
C1 -6.3800 -2.1045 4.1984
C2 -5.1022 -1.3996 3.8365
C3 -5.0242 -0.6655 2.6505
C4 -3.8352 -0.0362 2.2476
C5 -3.7521 0.7477 0.9728
C6 -2.7024 -0.1911 3.0530
N1 -1.4394 0.3346 2.5992
C7 -1.1473 1.7018 2.5924
C8 -2.1137 2.7844 2.7548
C9 -1.9695 3.9127 1.9132
C10 -2.8884 4.9572 2.0031
C11 -3.9403 4.8846 2.9294
C12 -4.0574 3.7960 3.8030
C13 -3.1247 2.7617 3.7418
N2 0.1278 1.9081 2.4199
N3 0.7104 0.6580 2.3095
C14 2.1478 0.6606 2.3146
C15 2.8103 1.3498 3.3551
C16 2.1301 2.2569 4.3310
C17 4.1907 1.1814 3.4529
C18 4.9099 0.4250 2.5234
C19 6.3635 0.1453 2.7575
C20 4.2566 -0.0231 1.3656
C21 2.8761 0.1654 1.2073
C22 2.2475 -0.0978 -0.1356
C23 -0.2191 -0.3168 2.4776
C24 -0.0517 -1.7300 2.0732
O1 0.8705 -2.0391 1.2880
C25 -1.2244 -2.6730 2.3794
C26 -1.3600 -3.5479 3.5566
C27 -2.1662 -2.7387 1.3277
C28 -1.9786 -1.9532 0.1525
C29 -2.8790 -1.9721 -0.9004
C30 -4.0296 -2.7572 -0.8034
C31 -4.2818 -3.5066 0.3576
C32 -3.3783 -3.5059 1.4098
C33 -2.7713 -0.8110 4.2963
C34 -1.5408 -0.8488 5.1571
C35 -3.9735 -1.4434 4.6651
H1 -6.2925 -2.6166 5.1604
H2 -7.2228 -1.4038 4.2598
H3 -6.6565 -2.8556 3.4467
H4 -5.9004 -0.5877 1.9966
H5 -2.7367 0.7117 0.5605
H6 -4.4251 0.3215 0.2201
H7 -4.0225 1.8037 1.1304
H8 -1.1623 3.9132 1.1734
H9 -2.7865 5.8176 1.3362
H10 -4.6661 5.6953 2.9848
H11 -4.8699 3.7354 4.5337
H12 -3.1846 1.9125 4.4282
H13 2.9017 2.7685 4.9184
H14 1.5268 3.0272 3.8360
H15 1.5023 1.7314 5.0589
H16 4.7192 1.6513 4.2835
H17 6.6708 -0.7677 2.2426
H18 7.0174 0.9509 2.4049
H19 6.5795 0.0219 3.8229
H20 4.8263 -0.5058 0.5607
H21 2.0456 -1.1623 -0.2628
H22 1.2984 0.4314 -0.3190
H23 2.9641 0.1746 -0.9287
H24 -1.5971 -4.5829 3.2527
H25 -0.4568 -3.5560 4.1820
H26 -2.2196 -3.2384 4.1811
H27 -1.0705 -1.3555 0.0570
H28 -2.6416 -1.3680 -1.7798
H29 -4.7392 -2.7652 -1.6299
H30 -5.2023 -4.0928 0.4462
H31 -3.5863 -4.0627 2.3304
H32 -1.7976 -1.2929 6.1273
H33 -0.7643 -1.4930 4.7148
H34 -1.1149 0.1559 5.3180
H35 -4.0169 -1.9751 5.6213
C36 3.3191 -2.9703 -2.0758
C37 3.6755 -2.6065 -3.5145
C38 5.0813 -3.1078 -3.8773
C39 2.6989 -3.2175 -4.5234
C40 3.6232 -1.1007 -3.6882
N4 4.6842 -0.4603 -4.2050
C41 4.3483 0.8079 -4.6603
C42 2.9797 1.0043 -4.4162
C43 2.3688 2.0489 -5.1193
C44 3.1293 2.8932 -5.9431
C45 4.5053 2.6835 -6.1241
C46 5.1303 1.6112 -5.4784
C47 2.5035 -0.1921 -3.6686
C48 1.2406 -0.4156 -3.1110
C49 0.1294 0.4858 -3.3802
C50 0.1963 1.8733 -3.0741
C51 -0.7460 2.7656 -3.5846
C52 -1.7563 2.3294 -4.4540
C53 -2.6174 3.3397 -5.1635
C54 -1.9279 0.9495 -4.6236
C55 -1.0310 0.0373 -4.0684
H36 2.2615 -2.7856 -1.8452
H37 3.5144 -4.0396 -1.9043
H38 3.9428 -2.3866 -1.3805
H39 5.3047 -2.9097 -4.9376
H40 5.8730 -2.6884 -3.2421
H41 5.1003 -4.1952 -3.7403
H42 3.0959 -3.0665 -5.5376
H43 2.6049 -4.2965 -4.3440
H44 1.7007 -2.7642 -4.4839
H45 5.6149 -0.8521 -4.3230
H46 1.2927 2.1872 -5.0645
H47 2.6391 3.7222 -6.4587
H48 5.0840 3.3506 -6.7694
H49 6.1978 1.4016 -5.5719
H50 1.0742 -1.3471 -2.5635
H51 1.0443 2.2444 -2.4857
H52 -0.6602 3.8337 -3.3661
H53 -3.3407 2.8637 -5.8303
H54 -3.1684 3.9695 -4.4548
H55 -2.0260 4.0322 -5.7790
H56 -2.7622 0.5938 -5.2309
H57 -1.1515 -1.0378 -4.2362

The calculation puts the HOMO-LUMO gap at 2.313 eV. Its lowest unoccupied orbital energy is -4.52 eV. As for the total charge: +1.

Results for E_tot: -6095.7805, -7845.3489, -4478.2769, -2423.9705 (in Eh, following the order of the records).
Results for molecular weight: 1071.86, 1129.04, 1136.49, 790.09 (in g/mol, following the order of the records).